Record 1
Molecular formula: C5H16N3
Method: DFT, ωB97M-V with the def2-TZVPD basis set

**HOMO level**: -12.373 eV
**2S+1**: 1
**Energy relative to the best compared isomer or geometry (same formula, charge and spin)**: 537.0 kJ/mol
**Net charge**: +1

XYZ file:
```
24
Properties=species:S:1:pos:R:3:mulliken_charge:R:1
H -0.057 -1.972 -1.290 0.371
H 0.241 -3.111 0.880 0.340
N -0.662 1.382 -2.736 -0.421
H 1.063 0.703 -3.577 0.388
H -1.691 1.106 3.978 0.285
C -0.203 -1.419 -0.353 -0.411
C 1.137 0.174 -1.369 -0.465
N -0.047 0.584 2.726 -0.513
H 0.630 -1.589 1.707 0.409
C 0.375 0.433 -2.783 -0.398
H 0.030 0.354 1.743 0.299
H 1.666 1.087 -1.086 0.396
H -0.411 2.259 -3.176 0.282
C 0.656 -2.115 0.757 -1.048
N 0.202 -0.108 -0.404 -0.105
H 1.678 -2.262 0.406 0.338
H -1.253 -1.430 -0.048 0.359
H -1.152 1.552 -1.871 0.252
H -2.099 0.816 2.316 0.257
H -0.026 -0.560 -3.009 0.259
H 0.728 1.208 2.921 0.249
H -1.332 2.325 2.775 0.263
C -1.333 1.247 2.958 -0.719
H 1.861 -0.664 -1.464 0.333
```



Record 2
Molecular formula: C5H16NO
Method: DFT, ωB97M-V with the def2-TZVPD basis set

**HOMO level**: -14.963 eV
**2S+1**: 1
**Energy relative to the best compared isomer or geometry (same formula, charge and spin)**: 173.2 kJ/mol
**Net charge**: +1

XYZ file:
```
23
Properties=species:S:1:pos:R:3:mulliken_charge:R:1
C -1.320 0.769 1.496 -1.246
H 1.205 0.100 0.932 0.420
H 0.571 -0.753 2.360 0.394
H -1.914 2.019 -1.226 0.355
C -0.625 -0.258 0.629 -0.314
H -1.389 0.544 2.530 0.430
H -0.793 1.819 1.487 0.261
H -2.275 1.125 1.085 0.356
H 1.302 -1.496 1.007 0.260
C -1.601 0.965 -1.510 -1.750
C 0.913 1.239 -1.024 -1.480
H 2.450 -3.999 -0.059 0.337
C -0.406 0.227 -0.916 0.731
H 3.124 -2.804 -0.501 0.311
H -2.444 0.437 -1.091 0.475
N 0.710 -0.649 1.310 -0.175
H 0.549 1.967 -1.692 0.441
O 2.351 -2.983 0.024 -0.675
H 1.875 0.838 -1.276 0.313
H -1.615 0.872 -2.582 0.437
H -0.384 -0.675 -1.499 0.351
H -1.273 -1.140 0.593 0.315
H 0.989 1.835 -0.078 0.454
```



Record 3
Molecular formula: C5H16NO
Method: DFT, ωB97M-V with the def2-TZVPD basis set

**HOMO level**: -14.690 eV
**2S+1**: 1
**Energy relative to the best compared isomer or geometry (same formula, charge and spin)**: 196.7 kJ/mol
**Net charge**: +1

XYZ file:
```
23
Properties=species:S:1:pos:R:3:mulliken_charge:R:1
H 1.808 0.267 0.299 0.355
H -1.076 0.067 1.274 0.399
H 1.648 0.126 1.896 0.389
H 0.662 3.563 -1.310 0.309
H 0.962 -1.848 2.328 0.436
H -0.651 -1.526 -2.156 0.343
H -1.195 1.182 -1.043 0.169
C -0.071 -1.415 2.358 -1.547
C -0.349 -0.653 -1.532 -0.338
O 1.197 2.995 -1.817 -0.602
H 1.938 3.622 -1.984 0.310
H -0.173 -0.852 3.298 0.395
H 0.954 1.506 1.048 0.330
H -0.829 -2.138 2.287 0.410
C -0.159 -0.533 1.162 0.101
N 1.149 0.479 1.036 -0.308
H -2.147 0.552 -2.328 0.351
C -1.601 0.233 -1.406 -1.038
C -0.153 -1.421 -0.142 -0.831
H 0.931 -1.809 -0.140 0.307
H -2.292 -0.219 -0.745 0.355
H -0.987 -2.097 -0.203 0.435
H 0.435 -0.083 -2.179 0.268
```



Number 1: HOMO-LUMO gap 4.7056 eV, energy -363.9708 Ha. Number 2: HOMO-LUMO gap 11.9248 eV, energy -329.8149 Ha. Number 3: HOMO-LUMO gap 11.2762 eV, energy -329.8059 Ha.